No. 1
The following is a DFT calculation (ωB97M-V/def2-TZVPD) of 2 unconnected molecules or ions with the total composition C5H12N2O2 at a distorted geometry.

Atoms and positions in Å:
O (-1.5314, 1.2701, -1.6566)
O (-2.1479, -0.8862, -1.7131)
N (-0.7132, 0.0785, 1.0378)
N (0.5875, 1.9067, 0.6457)
C (-0.8830, -1.2608, 1.5834)
C (0.1804, -0.3188, -2.1998)
C (-1.2543, -0.0568, -1.6839)
C (1.7391, -0.1261, 1.4132)
C (0.4774, 0.6016, 1.0215)
H (1.7602, -0.2579, 2.4980)
H (-2.5037, 1.2869, -1.5330)
H (1.7839, -1.1022, 0.9253)
H (0.9003, 0.3670, -1.7464)
H (0.4569, -1.3462, -1.9478)
H (-0.2809, -2.0005, 1.0467)
H (1.4427, 2.1843, 0.1822)
H (-1.9303, -1.5549, 1.4693)
H (-0.2498, 2.2431, 0.1768)
H (2.6216, 0.4450, 1.1119)
H (-0.6484, -1.2903, 2.6512)
H (0.1932, -0.1824, -3.2825)

Computed properties:
- Kohn-Sham gap (eV) = 9.61
- 2S+1 = 1
- charge = 0
- ΔE to the lowest compared entry with this formula, charge and spin (kJ/mol) = 88.6
- F_max (hartree/bohr) = 0.050

No. 2
The following is a DFT calculation (ωB97M-V/def2-TZVPD) of a molecular structure, C22H21FN4O2 at a distorted geometry.

Atoms and positions in Å:
F (-3.9603, 3.4979, -7.6572)
O (-2.4854, 2.5170, -2.4662)
O (-0.9108, 1.4384, -0.2811)
N (-0.7508, 0.4901, 1.8482)
N (1.4027, -1.3851, 2.5829)
N (-0.8361, 3.6056, 0.4669)
N (-0.6081, 3.7601, 3.8468)
C (3.9648, -4.9816, 0.9090)
C (3.7725, -3.6955, 1.5648)
C (-1.8205, 3.6397, -4.5883)
C (2.5707, -1.9287, 2.8680)
C (-3.8223, 2.1535, -4.2230)
C (-0.9047, 2.8611, -0.4988)
C (1.0261, -0.0620, 3.2739)
C (-2.2219, 3.7147, -5.9286)
C (1.7730, -4.4240, 2.7416)
C (-2.5854, 2.8293, -3.8350)
C (-0.7988, 1.5251, 1.0893)
C (2.0460, -5.5229, 2.2862)
C (2.6988, -3.1693, 2.4015)
C (-0.6989, 3.4239, 2.7081)
C (2.9171, -6.0259, 1.4790)
C (-4.4354, 2.5529, -5.4891)
C (-0.5893, -0.9382, 1.1824)
C (1.0509, -1.2483, 1.1561)
C (-0.4083, 0.0355, 3.0708)
C (-3.5830, 2.9911, -6.3161)
C (-1.0486, 3.0061, -2.1963)
C (-0.7923, 2.8300, 1.3455)
H (-0.8773, -0.6688, 3.6084)
H (3.3195, -6.9714, 0.9610)
H (-4.3145, 1.8050, -3.6227)
H (2.9083, -1.8927, 3.6919)
H (4.7394, -5.2549, 0.3630)
H (1.4319, -0.1672, 4.3070)
H (4.5433, -2.8166, 1.2918)
H (-1.7083, 4.4396, -6.8055)
H (1.0916, -6.4064, 2.6340)
H (3.3195, -1.2849, 2.3505)
H (1.1906, -2.2791, 0.6046)
H (1.4354, -0.4705, 0.6961)
H (-0.1622, 2.5470, -2.5421)
H (-0.8360, 4.3152, -2.1716)
H (-1.2616, -1.7745, 1.7329)
H (1.6021, 0.6456, 2.7721)
H (-0.7320, 3.9300, -4.4276)
H (-5.3073, 2.2802, -5.8334)
H (-0.6014, 1.3452, 3.7541)
H (-0.7340, -0.7950, 0.0355)
H (0.9913, -4.0162, 3.2586)

Computed properties:
- Kohn-Sham gap (eV) = 8.12
- 2S+1 = 1
- charge = 0
- ΔE to the lowest compared entry with this formula, charge and spin (kJ/mol) = 2336.5
- F_max (hartree/bohr) = 0.377

No. 3
The following is a DFT calculation (ωB97M-V/def2-TZVPD) of a molecular structure, C13H24AuN9OS at a distorted geometry.

Atoms and positions in Å:
Au (0.8324, -0.1055, -0.0201)
S (0.8357, 1.4715, -1.7311)
O (4.1119, -0.7722, 1.8833)
N (-2.8930, -1.6391, 0.0488)
N (2.6835, 0.4064, -3.3597)
N (1.1212, -1.9692, 3.8729)
N (-1.1612, -0.4439, -0.3116)
N (3.3524, 2.2113, -2.1098)
N (-3.2417, -0.5795, -0.6999)
N (-1.6474, -1.5600, 0.2810)
N (0.6252, -0.4276, 2.0343)
N (2.7866, 0.1330, 0.1300)
C (3.9709, 0.2987, -4.0699)
C (-5.3785, 0.4984, 0.0176)
C (-2.1674, 0.1633, -0.9118)
C (-4.6520, -0.3195, -1.0508)
C (3.4287, -0.3558, 1.0395)
C (-5.4478, -0.2267, 1.3571)
C (4.6250, 1.6689, -4.1063)
C (0.0374, -2.8054, 4.4204)
C (2.4450, 1.3284, -2.4529)
C (2.4350, -1.9965, 4.5476)
C (0.9014, -1.1842, 2.8888)
C (4.6996, 2.2357, -2.6999)
C (-4.7840, 1.8953, 0.1609)
H (-0.8708, -2.6480, 3.8456)
H (-6.3942, 0.5957, -0.3763)
H (-4.6357, 0.2022, -2.0073)
H (-6.0911, 0.3227, 2.0429)
H (-2.1356, 1.0707, -1.4907)
H (4.0448, 2.3385, -4.7435)
H (-5.3923, 2.4968, 0.8345)
H (5.0493, 3.2651, -2.6931)
H (3.1037, 2.8731, -1.3905)
H (2.8066, -3.0191, 4.5391)
H (1.9280, -0.2168, -3.5967)
H (-4.4622, -0.2996, 1.8237)
H (-0.1311, -2.5249, 5.4584)
H (-5.1007, -1.3001, -1.1945)
H (5.6246, 1.5909, -4.5285)
H (3.1322, -1.3538, 4.0211)
H (3.7640, -0.0732, -5.0706)
H (5.3626, 1.6429, -2.0672)
H (-3.7799, 1.8609, 0.5960)
H (0.3336, -3.8507, 4.3614)
H (2.3136, -1.6533, 5.5733)
H (-4.7359, 2.4214, -0.7951)
H (-5.8486, -1.2353, 1.2542)
H (4.5958, -0.4317, -3.5541)

Computed properties:
- Kohn-Sham gap (eV) = 7.71
- 2S+1 = 1
- charge = +2
- ΔE to the lowest compared entry with this formula, charge and spin (kJ/mol) = 0.0
- F_max (hartree/bohr) = 0.024

No. 4
The following is a DFT calculation (ωB97M-V/def2-TZVPD) of C2H8N6 in the gas phase at a distorted geometry.

Atoms and positions in Å:
N (0.0074, -1.5756, 0.4030)
N (-0.6188, 1.8597, -1.4173)
N (-0.5913, -1.7325, -0.8467)
N (0.7885, 0.4223, -0.4596)
N (-1.2131, 0.9131, 0.6317)
N (1.6509, -0.4897, 1.6760)
C (0.8753, -0.4987, 0.6459)
C (-0.3355, 1.0389, -0.4016)
H (-1.2672, -1.0505, -0.9666)
H (-1.5340, 2.4279, -1.1509)
H (0.0123, -1.6936, -1.7054)
H (-2.2801, 1.0650, 0.5602)
H (2.3708, 0.1337, 1.5336)
H (0.2230, -2.4726, 0.8479)
H (0.1551, 2.5349, -1.7168)
H (-1.0835, 0.0333, 1.2228)

Computed properties:
- Kohn-Sham gap (eV) = 9.17
- 2S+1 = 1
- charge = 0
- ΔE to the lowest compared entry with this formula, charge and spin (kJ/mol) = 126.4
- F_max (hartree/bohr) = 0.111

No. 5
The following is a DFT calculation (ωB97M-V/def2-TZVPD) of C3H3NO2S in the gas phase at a distorted geometry.

Atoms and positions in Å:
S (0.3415, -1.6396, -0.1732)
O (2.4921, 0.2732, -0.7246)
O (2.3941, 0.1798, 0.6812)
N (0.3141, 1.1248, -0.1442)
C (-1.1000, -0.6828, 0.1098)
C (-0.8900, 0.7825, 0.0029)
C (1.3228, 0.1856, -0.0914)
H (-1.9630, -0.8725, -0.4548)
H (-1.3046, -0.7545, 1.1299)
H (-1.6069, 1.4036, -0.3356)

Computed properties:
- Kohn-Sham gap (eV) = 9.38
- 2S+1 = 1
- charge = 0
- ΔE to the lowest compared entry with this formula, charge and spin (kJ/mol) = 583.7
- F_max (hartree/bohr) = 0.107

No. 6
The following is a DFT calculation (ωB97M-V/def2-TZVPD) of C6H9N in the gas phase.

Atoms and positions in Å:
N (-1.4824, -0.3285, 0.5191)
C (-2.2091, 0.8803, 0.1968)
C (3.5382, 0.2003, -0.0121)
C (0.8912, 0.0509, -0.0377)
C (2.0817, 0.2089, 0.0349)
C (-0.3744, -0.6094, -0.3716)
C (-2.7826, -0.4541, -0.1119)
H (-0.1550, -1.6799, -0.3194)
H (-3.5703, -0.8839, 0.5010)
H (3.9310, 0.8308, -0.8242)
H (-2.8039, -0.7536, -1.1612)
H (-0.6236, -0.3807, -1.4248)
H (-1.8402, 1.4727, -0.6414)
H (-2.5578, 1.4524, 1.0508)
H (4.0164, 0.4785, 0.9296)
H (3.7665, -0.8529, -0.1878)

Computed properties:
- Kohn-Sham gap (eV) = 10.25
- 2S+1 = 1
- charge = 0
- ΔE to the lowest compared entry with this formula, charge and spin (kJ/mol) = 329.7
- F_max (hartree/bohr) = 0.011

No. 7
The following is a DFT calculation (ωB97M-V/def2-TZVPD) of 3 unconnected molecules or ions with the total composition C2H13N5 at a distorted geometry.

Atoms and positions in Å:
N (0.8784, 0.9023, 0.5351)
N (-0.4058, -0.8972, -1.7780)
N (1.8724, 0.9810, -0.4752)
N (-1.6039, 1.1889, -0.0522)
N (1.4327, 0.6003, 1.8283)
C (-2.0800, 0.1307, 0.5162)
C (-0.2199, -1.4757, -0.4508)
H (1.2675, 1.3719, 2.4673)
H (-2.8241, -0.4988, 0.0415)
H (-1.8414, -0.0410, 1.5579)
H (0.6979, -2.0783, -0.3419)
H (0.3477, -0.2459, -1.9764)
H (-0.4291, -1.5975, -2.5087)
H (0.9849, -0.2259, 2.2270)
H (2.4496, 0.1383, -0.4439)
H (2.4922, 1.7657, -0.2839)
H (-1.7504, 1.2322, -1.0569)
H (-1.0420, -2.1578, -0.2279)
H (-0.4205, 1.3388, 0.2175)
H (0.1937, -0.4319, 0.2050)

Computed properties:
- Kohn-Sham gap (eV) = 7.59
- 2S+1 = 1
- charge = 0
- ΔE to the lowest compared entry with this formula, charge and spin (kJ/mol) = 356.6
- F_max (hartree/bohr) = 0.040

No. 8
The following is a DFT calculation (ωB97M-V/def2-TZVPD) of a molecular structure, C43H40N4O5PS2Se2Ta at a distorted geometry.

Atoms and positions in Å:
Ta (0.0974, 0.1584, 0.1645)
Se (0.4943, -0.5990, -2.6035)
Se (-0.7344, 2.4481, -1.0778)
S (2.2019, 1.4541, -0.2660)
S (1.7410, -1.5181, 0.7849)
P (0.0739, 1.4965, -2.8696)
O (-0.8482, -2.0754, -0.0855)
O (-6.6250, -2.5832, -1.5903)
O (-1.7994, 0.0758, 0.5959)
O (-3.5434, -1.0421, 1.3398)
O (-5.7742, -2.3347, 0.4358)
N (-0.5028, -4.1641, -0.9000)
N (-0.4671, -3.7598, 1.3892)
N (-2.8449, -0.0452, -1.9583)
N (-3.5523, -0.3107, -3.0508)
C (-0.8071, -2.9097, 2.5212)
C (1.5980, 3.7859, -3.3085)
C (0.4788, 3.3076, 3.5249)
C (-3.4977, -0.6315, -0.9738)
C (3.6595, 2.4389, -4.5928)
C (5.6665, -0.9588, 1.4347)
C (3.7091, 3.8197, -4.4590)
C (-1.0024, 0.9149, -5.3643)
C (3.5301, 0.5136, 0.3941)
C (-4.6437, -1.0628, -2.8057)
C (1.5995, 4.0690, 3.8521)
C (-2.9474, -0.5499, 0.4020)
C (-2.7573, 2.1627, -6.4369)
C (0.4618, 2.5407, 2.2489)
C (0.7620, -5.6739, 0.5071)
C (-0.8163, -3.7497, -2.2568)
C (2.5797, 1.7269, -4.0850)
C (0.1782, 1.2412, 2.1161)
C (-2.8474, 2.9930, -5.3283)
C (1.6485, 4.7915, 5.0361)
C (-0.1622, -5.5627, -0.6869)
C (-1.0861, 1.7517, -4.2531)
C (-0.6072, 3.3096, 4.4002)
C (-1.5512, -0.7248, 4.8869)
C (1.5481, 2.4016, -3.4420)
C (1.0076, -0.0950, 4.0388)
C (2.6766, 4.4924, -3.8181)
C (0.5676, 4.7744, 5.9075)
C (-5.7693, -2.1275, -0.8726)
C (-1.3679, 0.0511, 3.7483)
C (-2.0167, 2.7872, -4.2338)
C (3.3354, -0.7820, 0.8610)
C (-4.6644, -1.3075, -1.4564)
C (4.8106, 1.0679, 0.4577)
C (-1.8352, 1.1236, -6.4548)
C (4.3997, -1.5158, 1.3785)
C (5.8698, 0.3368, 0.9721)
C (-0.4577, -1.1956, 5.5999)
C (0.8256, -0.8770, 5.1695)
C (0.0576, -5.0825, 1.7070)
C (-0.0867, 0.3861, 3.3145)
C (-0.5933, -3.2897, 0.1319)
C (-0.5634, 4.0359, 5.5824)
H (-2.1053, 3.4173, -3.3575)
H (6.4903, -1.5319, 1.8391)
H (-1.5095, -2.1441, 2.2133)
H (1.6748, -5.1086, 0.3032)
H (-0.6019, -1.8015, 6.4864)
H (-1.7674, 0.4722, -7.3171)
H (-1.5846, -4.4092, -2.6690)
H (1.0324, -6.7121, 0.6974)
H (2.4467, 4.0811, 3.1746)
H (0.0729, -2.4349, 2.9597)
H (-3.5735, 3.7966, -5.3099)
H (4.4708, 1.9100, -5.0786)
H (0.7440, -4.9743, 2.5486)
H (-5.0224, -1.8573, 0.8540)
H (0.7757, 3.1054, 1.3762)
H (2.5560, 0.6464, -4.1529)
H (0.0694, -3.8007, -2.8949)
H (-1.4889, 2.7330, 4.1490)
H (6.8564, 0.7806, 1.0180)
H (-5.3357, -1.3746, -3.5703)
H (2.0078, 0.1552, 3.7019)
H (2.5343, 5.3649, 5.2804)
H (-0.2938, 0.0953, -5.3657)
H (-0.7600, -5.7349, 2.0302)
H (4.2267, -2.5234, 1.7392)
H (-2.2304, 0.4029, 3.1968)
H (0.6031, 5.3396, 6.8306)
H (4.9587, 2.0803, 0.1008)
H (4.5566, 4.3723, -4.8471)
H (-1.4138, 4.0233, 6.2538)
H (-1.2890, -3.5301, 3.2787)
H (2.7198, 5.5681, -3.7000)
H (-3.2258, 0.0491, -3.9336)
H (-1.0670, -6.1610, -0.5308)
H (0.3202, -5.9268, -1.5936)
H (0.8095, 4.3064, -2.7791)
H (1.6882, -1.2332, 5.7201)
H (-1.1869, -2.7309, -2.2509)
H (-3.4081, 2.3237, -7.2874)
H (-2.5567, -0.9623, 5.2134)

Computed properties:
- Kohn-Sham gap (eV) = 6.40
- 2S+1 = 1
- charge = 0
- ΔE to the lowest compared entry with this formula, charge and spin (kJ/mol) = 73.8
- F_max (hartree/bohr) = 0.029

Q: The lowest F_max belongs to which entry?
A: C6H9N

Q: The lowest ΔE to the lowest compared entry with this formula, charge and spin belongs to which entry?
A: C13H24AuN9OS